[1]
Formula: C31H51NO15
Source: the Open Molecules 2025 dataset
Level of theory: ωB97M-V/def2-TZVPD

Each line ends with the Löwdin charge.
Element x y z (Å)
1 C -0.8728 0.3946 2.7410  -0.10
2 O -1.6974 1.2140 1.8764  -0.23
3 C -0.7916 2.1355 1.2414  -0.25
4 C -1.5365 3.1283 0.2394  -0.17
5 C -3.0373 3.3732 0.6415  -0.22
6 C -3.1975 4.0406 2.0694  -0.20
7 C -4.6677 4.6199 2.3068  -0.15
8 C -5.6597 3.4387 1.8976  -0.16
9 N -7.0018 3.5677 2.5202  -0.01
10 C -8.0067 3.4171 1.4604  -0.35
11 O -8.6533 4.2681 0.9398  0.16
12 C -7.9470 1.8691 1.2234  -0.06
13 C -8.2245 1.0429 0.0684  0.01
14 C -8.0039 -0.4050 0.2405  -0.06
15 C -7.5300 -0.9916 1.5067  -0.05
16 C -7.2924 -0.1430 2.6925  0.00
17 C -7.5079 1.2733 2.5095  -0.06
18 C -7.3436 2.5034 3.4651  -0.34
19 O -7.5050 2.5781 4.6417  0.16
20 H -0.9218 -0.6575 2.3580  0.09
21 H -1.2152 0.4328 3.8093  0.09
22 H 0.1999 0.7400 2.7360  0.09
23 H -0.3847 2.8026 2.0618  0.12
24 H 0.0694 1.6054 0.7439  0.12
25 H -1.4458 2.6432 -0.7754  0.11
26 H -0.9201 4.0676 0.2471  0.11
27 H -3.5307 2.3602 0.6205  0.11
28 H -3.5590 3.9758 -0.1572  0.12
29 H -2.9476 3.2349 2.8117  0.11
30 H -2.4701 4.8817 2.2044  0.11
31 H -4.8287 5.5322 1.6839  0.11
32 H -4.7578 4.8220 3.4073  0.11
33 H -5.7639 3.4836 0.7759  0.13
34 H -5.1173 2.4900 2.1549  0.13
35 H -8.5553 1.5037 -0.8844  0.11
36 H -8.1951 -1.0974 -0.6061  0.10
37 H -7.3433 -2.0854 1.5951  0.10
38 H -6.9339 -0.5304 3.6676  0.11
39 C 0.5980 -3.9261 -1.5448  -0.06
40 C 1.1868 -3.9321 -0.1472  -0.21
41 O 2.5514 -3.4910 -0.1493  0.03
42 C 2.7326 -2.1750 -0.3097  -0.62
43 O 1.8645 -1.3504 -0.4407  0.12
44 O 4.0481 -1.9336 -0.3227  -0.02
45 C 4.3812 -0.5718 -0.5983  -0.03
46 H 1.2174 -4.5160 -2.2238  0.07
47 H -0.4128 -4.3364 -1.5382  0.08
48 H 0.5523 -2.9162 -1.9534  0.08
49 H 1.1937 -4.9532 0.2361  0.12
50 H 0.5923 -3.3308 0.5442  0.12
51 H 3.8809 0.1068 0.0926  0.10
52 H 4.1227 -0.3284 -1.6301  0.09
53 H 5.4569 -0.4595 -0.4746  0.10
54 C 4.4147 -3.1960 -3.2041  -0.05
55 C 3.8264 -4.2074 -4.1661  -0.20
56 O 2.9690 -3.5789 -5.1287  0.04
57 C 3.5880 -2.8940 -6.0951  -0.60
58 O 4.7801 -2.7703 -6.2273  0.12
59 O 2.6540 -2.3493 -6.8836  0.01
60 C 3.1820 -1.4990 -7.9014  -0.04
61 H 3.6241 -2.6137 -2.7299  0.07
62 H 5.0019 -3.6937 -2.4315  0.10
63 H 5.0635 -2.4878 -3.7205  0.06
64 H 3.2047 -4.9119 -3.6126  0.11
65 H 4.6039 -4.7876 -4.6676  0.13
66 H 3.9273 -2.0184 -8.5039  0.10
67 H 3.6108 -0.6022 -7.4515  0.09
68 H 2.3569 -1.2042 -8.5471  0.09
69 C 4.6211 5.4177 -4.3271  -0.07
70 C 5.2619 4.8333 -3.0834  -0.21
71 O 5.0925 3.4106 -3.0232  0.03
72 C 5.8635 2.7000 -3.8533  -0.60
73 O 6.6763 3.1441 -4.6230  0.12
74 O 5.5611 1.4051 -3.6963  0.00
75 C 6.2426 0.5387 -4.6065  -0.03
76 H 3.5700 5.1279 -4.3882  0.08
77 H 4.6904 6.5064 -4.3201  0.08
78 H 5.1048 5.0520 -5.2334  0.07
79 H 4.7687 5.2397 -2.1999  0.12
80 H 6.3197 5.0950 -3.0127  0.12
81 H 7.3219 0.6828 -4.5570  0.10
82 H 5.8802 0.7061 -5.6216  0.10
83 H 6.0155 -0.4868 -4.3214  0.07
84 C 2.4080 -3.4922 5.8602  -0.07
85 C 1.3767 -4.3608 5.1669  -0.21
86 O 0.1689 -4.4580 5.9339  0.04
87 C -0.6142 -3.3749 5.9196  -0.60
88 O -0.3990 -2.3506 5.3223  0.11
89 O -1.6730 -3.6151 6.7021  0.01
90 C -2.5410 -2.4924 6.8589  -0.04
91 H 2.5949 -3.8548 6.8731  0.08
92 H 3.3464 -3.4909 5.3037  0.08
93 H 2.0646 -2.4612 5.9501  0.07
94 H 1.7649 -5.3756 5.0741  0.12
95 H 1.1602 -4.0036 4.1577  0.12
96 H -2.8664 -2.1056 5.8929  0.09
97 H -2.0404 -1.7125 7.4344  0.10
98 H -3.4167 -2.8261 7.4126  0.09

Results
**SMILES**: COCCCCCCN1C(=O)c2ccccc2C1=O.CCOC(=O)OC.CCOC(=O)OC.CCOC(=O)OC.CCOC(=O)OC
**Net charge**: 0
**HOMO**: -9.3 eV


[2]
Formula: C5H9N2
Source: the Open Molecules 2025 dataset
Level of theory: ωB97M-V/def2-TZVPD

Each line ends with the Löwdin charge.
Element x y z (Å)
1 C -0.2820 0.8058 1.4788  0.03
2 C 0.3045 1.8183 -0.3203  -0.04
3 C 1.1448 -0.4458 -0.3606  -0.11
4 C -0.7116 0.8083 0.1207  0.04
5 C -1.0750 -1.8000 -0.6312  -0.14
6 N -0.2442 -0.6866 -0.9182  -0.04
7 N 0.9006 0.7475 0.4693  -0.03
8 H -0.1130 1.8416 1.8786  0.16
9 H -0.5817 -0.1023 2.0585  0.15
10 H 0.8066 1.8825 -1.3077  0.15
11 H 0.3110 2.8270 0.2127  0.16
12 H 1.5035 -1.2438 0.2542  0.13
13 H 1.9213 -0.0520 -1.1106  0.17
14 H -0.7626 -2.7819 -1.2705  0.15
15 H -1.0359 -2.0092 0.5400  0.12
16 H -2.0865 -1.6095 -1.0938  0.10

Results
**Net charge**: +1
**ΔE to the lowest compared entry with this formula, charge and spin**: 7.972 eV
**HOMO**: -14.2 eV


[3]
Formula: C5H11IOP
Source: the Open Molecules 2025 dataset
Level of theory: ωB97M-V/def2-TZVPD

Each line ends with the Löwdin charge.
Element x y z (Å)
1 C -0.4993 -1.1759 -1.2171  -0.24
2 C -0.8855 -1.0634 0.3421  -0.14
3 C 0.1321 0.0555 -1.7366  -0.13
4 C 0.4371 -0.7307 1.0964  -0.52
5 C 1.2278 2.3404 0.6394  -0.24
6 O 1.2232 -1.9315 1.2016  -0.13
7 P 1.2580 0.6365 0.0755  0.61
8 I 3.4805 -0.1390 -0.1661  0.74
9 H -0.0084 -2.0374 -1.3726  0.07
10 H -1.4649 -1.3550 -1.7800  0.15
11 H -1.5530 -0.2689 0.5495  0.09
12 H -1.2413 -2.0207 0.8385  0.15
13 H 1.0364 -0.1633 -2.3566  0.07
14 H -0.5248 0.7673 -2.2313  0.09
15 H 0.2623 -0.2586 2.2327  0.19
16 H 0.1914 2.5352 0.8162  0.05
17 H 1.7350 2.8738 -0.1462  0.06
18 H 1.7234 2.2614 1.6116  0.06
19 H 1.9022 -1.8850 1.8736  0.07

Results
**Net charge**: +1
**ΔE to the lowest compared entry with this formula, charge and spin**: 0.698 eV
**HOMO**: -14.0 eV


[4]
Formula: C39H45F3N2S6SbV
Source: the Open Molecules 2025 dataset
Level of theory: ωB97M-V/def2-TZVPD

Each line ends with the Löwdin charge.
Element x y z (Å)
1 V -1.3339 -0.1411 -0.7175  0.18
2 C -1.6980 -2.1154 0.2925  -0.10
3 C -1.6917 -1.1723 1.3766  -0.15
4 C -2.7943 -0.2725 1.1488  -0.15
5 C -3.3918 -0.6771 -0.0783  -0.11
6 C -2.7627 -1.8360 -0.5900  -0.29
7 C -3.3392 -2.7472 -1.6618  -0.55
8 C -3.9624 -1.9714 -2.8234  -0.04
9 C -2.2709 -3.7084 -2.1811  -0.05
10 C -4.4445 -3.5674 -0.9795  -0.04
11 C -3.5174 0.7911 2.0062  -0.51
12 C -4.3572 1.6995 1.0929  -0.07
13 C -2.6384 1.7020 2.8573  -0.05
14 C -4.5333 0.0590 2.9115  -0.03
15 C -0.7743 -1.3705 2.5946  -0.51
16 C -1.6097 -1.5663 3.8679  -0.04
17 C 0.0495 -2.6507 2.4074  -0.06
18 C 0.2292 -0.2325 2.8071  -0.06
19 H -1.0601 -2.9775 0.2243  0.10
20 H -4.2627 -0.2191 -0.5124  0.11
21 H -3.2089 -1.4669 -3.4254  0.05
22 H -4.6688 -1.2169 -2.4699  0.08
23 H -4.5147 -2.6638 -3.4638  0.09
24 H -1.4286 -3.1730 -2.6247  0.04
25 H -2.6972 -4.3490 -2.9571  0.09
26 H -1.8937 -4.3601 -1.3872  0.09
27 H -5.2558 -2.9214 -0.6364  0.09
28 H -4.0549 -4.1107 -0.1150  0.09
29 H -4.8578 -4.2929 -1.6854  0.09
30 H -3.7732 2.1838 0.3118  0.03
31 H -4.8023 2.4823 1.7104  0.09
32 H -5.1804 1.1564 0.6221  0.09
33 H -1.9167 2.2539 2.2519  0.04
34 H -2.0984 1.1627 3.6294  0.06
35 H -3.2765 2.4307 3.3666  0.09
36 H -5.0316 -0.7486 2.3667  0.09
37 H -5.3021 0.7694 3.2302  0.09
38 H -4.0863 -0.3649 3.8079  0.06
39 H -2.4480 -2.2473 3.6984  0.10
40 H -2.0032 -0.6331 4.2607  0.06
41 H -0.9706 -1.9986 4.6430  0.09
42 H -0.5833 -3.5400 2.3508  0.10
43 H 0.7177 -2.7698 3.2642  0.09
44 H 0.6719 -2.6099 1.5089  0.07
45 H -0.1980 0.7517 2.6502  0.05
46 H 1.0530 -0.3372 2.1134  0.00
47 H 0.6531 -0.2860 3.8172  0.10
48 S 0.4540 3.9495 -6.4192  0.56
49 C -0.1254 2.9802 -5.2295  -1.49
50 S 0.1811 1.2857 -5.1515  0.94
51 C -0.5780 0.9702 -3.6225  -1.09
52 C -1.1199 2.0375 -3.0106  -1.08
53 S -1.9263 1.8952 -1.4685  0.66
54 S -0.9968 3.5555 -3.8557  0.92
55 S -0.5994 -0.6250 -2.9275  0.64
56 F 6.0534 2.0505 3.2499  0.06
57 C 5.0437 1.6683 2.4396  -0.30
58 C 4.6130 2.5331 1.4567  -0.01
59 C 3.5658 2.1315 0.6332  -0.13
60 C 2.9544 0.8802 0.7778  -0.37
61 C 3.4502 0.0310 1.7747  -0.15
62 C 4.4881 0.4199 2.6204  0.00
63 Sb 1.3930 0.2671 -0.5996  1.51
64 C 2.1761 1.3756 -2.2348  -0.38
65 C 1.9307 2.7435 -2.3564  -0.16
66 C 2.4652 3.4792 -3.4076  -0.03
67 C 3.2559 2.8248 -4.3277  -0.31
68 F 3.7971 3.5322 -5.3363  0.06
69 C 3.5040 1.4713 -4.2571  -0.01
70 C 2.9472 0.7467 -3.2080  -0.12
71 C 2.3486 -1.6216 -0.9758  -0.36
72 C 3.7360 -1.7704 -0.8906  -0.12
73 C 4.3557 -2.9878 -1.1445  0.00
74 C 3.5650 -4.0660 -1.4826  -0.28
75 F 4.1564 -5.2527 -1.7199  0.06
76 C 2.1951 -3.9720 -1.5932  0.01
77 C 1.6012 -2.7398 -1.3440  -0.14
78 H 5.0926 3.4986 1.3390  0.12
79 H 3.2360 2.8168 -0.1361  0.08
80 H 3.0441 -0.9679 1.9020  0.10
81 H 4.8719 -0.2343 3.3940  0.12
82 H 1.3006 3.2549 -1.6358  0.06
83 H 2.2622 4.5369 -3.5246  0.13
84 H 4.1059 0.9943 -5.0206  0.13
85 H 3.1157 -0.3210 -3.1733  0.10
86 H 4.3606 -0.9241 -0.6264  0.10
87 H 5.4306 -3.1063 -1.0871  0.12
88 H 1.6152 -4.8403 -1.8816  0.12
89 H 0.5296 -2.6619 -1.4582  0.04
90 N 1.7321 5.1628 2.4442  0.09
91 C 1.3953 3.8709 2.2601  -0.92
92 N 1.9163 3.0056 3.1528  0.11
93 S 0.3953 3.3704 0.9976  0.63
94 H 2.2057 5.4805 3.2716  0.10
95 H 1.3017 5.8410 1.8417  0.09
96 H 2.6784 3.2745 3.7526  0.11
97 H 1.8440 2.0283 2.9170  0.06

Results
**Net charge**: 0
**Multiplicity**: 3
**ΔE to the lowest compared entry with this formula, charge and spin**: 0.427 eV
**HOMO (spin up / spin down)**: -7.2 / -7.1 eV


So what do the calculations give for M? Going down the list: 677.7, 97.1, 245.0, 963.9 g mol⁻¹.
So what do the calculations give for calculated total energy? Going down the list: -2395.12106, -304.93706, -911.11210, -5495.68848 a.u..